Molecular formula: C13H31ClGaN2O4
Method: DFT, ωB97M-V with the def2-TZVPD basis set

XYZ file:
```
52
Properties=species:S:1:pos:R:3:forces:R:3:lowdin_charge:R:1
O 5.239 -0.937 7.082 -1.80 -3.94 -8.13 -0.143
C 4.970 -1.434 5.852 1.52 4.72 4.48 -0.657
Cl 4.869 -3.292 5.574 -0.02 1.57 0.46 0.432
C 4.759 -0.476 4.517 1.52 -2.50 -0.16 -0.313
Ga 3.345 1.033 4.800 0.00 0.27 0.49 0.289
C 2.070 0.379 6.287 -3.27 -1.30 -0.61 -0.260
C 0.680 -0.418 5.505 2.11 -1.02 -2.67 -0.216
C 1.119 -1.504 4.224 -2.68 4.33 -1.18 -0.054
O 0.428 -0.027 4.013 -0.21 -2.46 4.52 -0.338
H 4.438 -1.124 3.567 0.85 1.01 2.28 0.044
H 5.829 -0.027 4.256 -2.18 -0.91 0.83 0.068
H 2.609 1.352 3.392 0.33 -0.17 0.17 -0.077
H 4.145 2.311 5.370 -0.03 -0.03 -0.05 -0.106
H 1.535 1.269 6.826 1.20 -1.71 -0.56 0.034
H 2.524 -0.431 6.999 -1.03 1.70 -1.05 0.041
H -0.287 -0.742 6.236 2.51 0.82 -2.54 0.140
H 0.327 -2.248 3.791 1.61 1.18 1.23 0.081
H 1.918 -1.175 3.436 -0.46 -1.56 2.32 0.063
C 0.627 1.714 -1.154 0.05 0.19 -0.12 -0.075
C 0.526 1.001 0.194 -0.15 -0.21 -0.21 -0.418
C 1.095 -0.437 0.178 -0.13 0.13 0.46 -0.182
O 0.247 -1.400 -0.454 0.43 0.12 -0.27 -0.192
C 0.326 -1.411 -1.871 -0.35 -0.20 0.31 -0.115
N -0.875 1.020 0.640 0.00 -0.40 0.05 0.042
H -0.131 1.379 -1.867 0.04 -0.03 0.09 0.052
H 0.484 2.792 -1.023 -0.01 -0.17 0.04 0.074
H 1.613 1.562 -1.605 -0.05 0.01 0.02 0.075
H 1.121 1.580 0.909 -0.06 -0.25 0.06 0.129
H 1.195 -0.770 1.218 -0.15 0.04 -0.17 0.108
H 2.103 -0.467 -0.253 -0.05 0.03 -0.18 0.119
H 1.336 -1.190 -2.231 -0.03 0.10 0.03 0.090
H -0.394 -0.705 -2.291 0.16 0.14 -0.22 0.055
H 0.046 -2.411 -2.219 0.07 0.04 0.14 0.084
H -0.922 0.638 1.585 0.09 0.22 -0.01 0.065
H -1.384 0.333 0.076 0.15 0.28 0.09 0.064
C -4.483 -0.225 -5.913 -0.22 -0.09 -0.15 -0.079
C -3.468 -0.872 -4.972 0.14 0.46 -0.05 -0.428
C -3.273 -0.100 -3.646 0.31 -0.13 0.01 -0.196
O -2.483 1.086 -3.766 -0.55 -0.32 0.09 -0.202
C -3.190 2.215 -4.256 0.44 0.12 0.04 -0.106
N -2.195 -1.044 -5.688 0.17 0.09 0.31 0.036
H -4.079 0.648 -6.434 0.02 -0.10 0.14 0.063
H -4.793 -0.938 -6.684 0.11 0.08 0.12 0.074
H -5.380 0.087 -5.368 0.08 0.00 -0.04 0.077
H -3.855 -1.866 -4.717 0.11 0.08 0.09 0.134
H -2.723 -0.752 -2.956 0.03 0.15 -0.11 0.112
H -4.232 0.120 -3.162 -0.05 0.11 -0.12 0.119
H -4.229 2.233 -3.914 0.02 -0.08 -0.06 0.091
H -3.144 2.240 -5.346 -0.23 0.08 -0.04 0.071
H -2.689 3.116 -3.886 -0.03 -0.21 0.05 0.090
H -1.555 -1.570 -5.093 -0.13 0.01 -0.17 0.068
H -1.758 -0.120 -5.757 -0.17 -0.27 -0.05 0.072
```
Forces are in eV/Å.

Values from the calculation:
E_HOMO: -5.4 eV
orbital gap: 7.7 eV
total charge: -1
energy relative to the best compared isomer or geometry (same formula, charge and spin): 3.917 eV
LUMO energy: 0.083 Ha
max |F|: 9.21 eV/A